The following is a DFT calculation (wB97M-V/def2-TZVPD) of a molecular structure, C29H45F4N4O2SSeSiTi.

## Properties
E_HOMO (alpha / beta)   -2.87 / -4.26 eV
Kohn-Sham gap (alpha / beta)   5.22 / 6.60 eV
Largest force on an atom   1.74 eV Å⁻¹
Expectation value of S²   2.003

```
! RIJCOSX wB97M-V def2-TZVPD def2/J DEFGRID3
* xyz -1 3
Ti 0.423 0.808 0.730
C -0.316 4.050 -0.115
C -0.841 3.940 1.338
N -1.221 2.578 1.700
C -2.648 2.298 1.578
C -3.150 2.388 0.135
S -2.397 1.194 -1.007
C -1.658 2.279 -2.258
C -0.164 2.574 -2.070
N 0.193 2.785 -0.662
H 0.459 4.820 -0.159
H -1.124 4.389 -0.765
H -1.701 4.614 1.439
H -0.086 4.291 2.037
H -0.923 2.364 2.646
H -3.236 3.009 2.176
H -2.812 1.306 1.985
H -2.993 3.395 -0.257
H -4.227 2.217 0.142
H -2.257 3.191 -2.308
H -1.778 1.765 -3.211
H 0.103 3.444 -2.685
H 0.406 1.715 -2.416
H 1.200 2.770 -0.598
C 1.096 -1.614 3.116
N 1.814 -0.585 2.368
C 2.721 0.100 3.286
C 2.584 -1.195 1.272
C 3.244 -0.107 0.390
N 2.447 1.132 0.478
C 3.081 2.294 0.704
C 2.552 3.197 1.655
F 1.566 2.768 2.470
C 3.066 4.454 1.880
F 2.480 5.243 2.815
C 4.193 4.899 1.210
C 4.772 4.021 0.334
F 5.873 4.400 -0.372
C 4.264 2.753 0.088
F 4.884 1.979 -0.833
H 1.800 -2.310 3.598
H 0.453 -2.166 2.436
H 0.462 -1.154 3.872
H 3.436 -0.613 3.725
H 2.144 0.554 4.092
H 3.281 0.881 2.781
H 1.883 -1.783 0.681
H 3.359 -1.867 1.673
H 3.311 -0.476 -0.630
H 4.260 0.085 0.749
H 4.594 5.890 1.365
C -4.486 -4.062 -2.581
C -3.921 -3.401 -1.350
C -2.717 -3.825 -0.800
C -2.126 -3.161 0.266
C -0.834 -3.685 0.830
C -2.746 -2.034 0.809
C -4.006 -1.655 0.339
C -4.841 -0.585 1.005
C -4.562 -2.331 -0.746
C -2.022 -1.204 1.855
O -2.380 -1.270 3.032
O -1.090 -0.465 1.392
H -4.096 -3.590 -3.486
H -5.576 -3.987 -2.616
H -4.217 -5.119 -2.624
H -2.218 -4.696 -1.214
H 0.018 -3.224 0.324
H -0.756 -3.482 1.898
H -0.775 -4.766 0.694
H -4.275 0.020 1.703
H -5.636 -1.056 1.587
H -5.316 0.062 0.262
H -5.525 -2.001 -1.129
C 3.070 -3.094 -1.857
Si 1.543 -2.418 -2.693
C 2.113 -1.783 -4.350
C 0.484 -3.914 -3.049
Se 0.391 -0.902 -1.607
H 3.491 -3.884 -2.490
H 2.840 -3.531 -0.879
H 3.840 -2.333 -1.714
H 2.599 -2.571 -4.940
H 2.825 -0.964 -4.207
H 1.264 -1.393 -4.917
H 1.013 -4.647 -3.672
H -0.435 -3.613 -3.560
H 0.195 -4.400 -2.113
*
```